# C4H8INS

2 unconnected molecules or ions with the total composition C4H8INS in a non-equilibrium geometry (ωB97M-V/def2-TZVPD, OMol25).

2S+1 = 3
ΔE to the lowest compared entry with this formula, charge and spin = 0.676 eV
HOMO-LUMO gap (spin up / spin down) = 6.8 / 6.1 eV
HOMO energy (spin up / spin down) = -6.05 / -9.11 eV
DFT total energy = -24698.7142 eV

Geometry as XYZ:
```
15
Properties=species:S:1:pos:R:3:forces:R:3
C 1.504536 -1.822379 0.499794 0.3 2.9 1.5
C -0.498653 1.003795 1.141142 1.8 2.1 2.9
C -0.531657 0.973054 -1.332982 -1.4 1.3 0.2
C -0.763422 0.296804 -0.060301 -2.3 -2.6 -0.8
N 0.822152 -1.078263 -0.304574 1.6 -1.6 0.3
S 2.373677 -3.197454 0.064679 0.3 -1.3 -0.1
I -2.628736 -0.829337 0.097205 0.5 0.2 -0.2
H 1.831668 -1.347870 1.520163 -0.7 -0.9 -1.7
H 0.549574 1.523798 1.053171 -1.5 -1.2 0.4
H -0.625637 0.484675 2.182703 0.3 0.7 -2.2
H -1.146396 1.892601 1.114576 -0.2 0.0 0.6
H -0.231935 0.437397 -2.224567 0.4 -0.4 0.2
H 0.134646 1.728029 -0.968424 1.1 0.6 -0.9
H -1.433407 1.543296 -1.616175 0.1 -0.2 0.0
H 0.643591 -1.608144 -1.166409 -0.1 0.4 0.0
```
Forces are in eV/Å.

The computed natural (NBO) charges, all in e, follow:
1 C -0.17
2 C -0.75
3 C -0.73
4 C 0.07
5 N -0.59
6 S 0.25
7 I 0.01
8 H 0.21
9 H 0.22
10 H 0.24
11 H 0.22
12 H 0.23
13 H 0.22
14 H 0.22
15 H 0.35